P:
Entry from the OMol25 dataset: an isolated molecule of C4H4ClN (ωB97M-V/def2-TZVPD).

Results
SMILES string ... C/C=C(\Cl)C#N
Molar mass ... 101.54 g mol⁻¹
Multiplicity ... 1

Each line ends with the Löwdin charge.
Positions of all 10 atoms, in Å:
C (-1.4726, -0.2986, -0.0255)  -0.114
H (-1.8160, 0.6597, -0.3559)  0.047
H (-1.8821, -0.6083, 0.9694)  0.104
C (0.7936, 0.5804, -0.0179)  -0.631
N (3.3342, -0.0040, -0.0475)  0.151
Cl (0.3013, 2.2942, -0.0067)  0.642
C (-0.0130, -0.4915, -0.0266)  -0.156
H (-2.0357, -1.0554, -0.5789)  0.078
C (2.2691, 0.3803, 0.0490)  -0.257
H (0.5214, -1.4567, 0.0405)  0.135

---

Q:
Entry from the OMol25 dataset: a cluster of 2 separate species, C4H4ClN in total (ωB97M-V/def2-TZVPD).

Results
Molar mass ... 101.54 g mol⁻¹
Multiplicity ... 1

Each line ends with the Löwdin charge.
Positions of all 10 atoms, in Å:
C (0.2282, -0.7826, -0.4094)  -0.022
N (-0.4260, -1.6751, -1.0396)  0.161
Cl (2.6107, 0.9292, 1.6340)  0.598
H (2.3038, 1.2530, -0.6999)  0.006
C (2.6153, 0.5210, 0.0207)  -0.533
H (-2.3943, 0.4249, 1.0521)  0.052
H (-3.2056, -0.9053, 0.0794)  0.055
H (3.1146, -0.3822, -0.2828)  0.006
C (-1.1372, -0.7325, -0.1229)  -0.330
C (-2.2987, -0.3911, 0.3556)  0.006

---

Need the numbers? Relative energies in kcal/mol: P 0.0; Q 125.3.

---

P:
Entry from the OMol25 dataset: a structure of composition C6H12O2 (ωB97M-V/def2-TZVPD).

Results
Molar mass ... 116.16 g mol⁻¹
Multiplicity ... 1

Each line ends with the Löwdin charge.
Positions of all 20 atoms, in Å:
H (-1.2901, 1.9565, -0.9599)  0.088
H (0.8298, 1.7856, 2.0102)  0.091
H (-1.7765, 0.8391, -2.2800)  0.093
H (0.6383, -1.6423, -0.8052)  0.092
C (1.2787, -0.9886, 1.6639)  -0.043
H (0.6633, -0.3427, -2.0974)  0.110
C (1.0398, 1.4555, 0.9834)  -0.039
C (-1.7100, 0.9764, -1.2054)  0.010
H (0.5370, 2.1446, 0.3059)  0.070
C (0.2510, -0.7079, -1.1691)  0.080
C (-0.8804, -0.0947, -0.5990)  -0.379
O (-1.5247, -1.6071, -1.8551)  -0.259
H (0.9902, -2.0059, 1.3967)  0.081
H (2.3640, -0.9041, 1.5963)  0.088
H (0.9873, -0.8299, 2.7113)  0.093
C (0.6155, 0.0279, 0.7851)  -0.381
H (-1.6021, -2.3854, -1.2873)  -0.010
H (2.1140, 1.5473, 0.8179)  0.088
O (-0.8162, -0.1476, 0.7591)  0.021
H (-2.7090, 0.9232, -0.7715)  0.105

---

Q:
Entry from the OMol25 dataset: an isolated molecule of C6H12O2 (ωB97M-V/def2-TZVPD).

Results
SMILES string ... C=CC[C@@H](C)C(O)O
Molar mass ... 116.16 g mol⁻¹
Multiplicity ... 1

Each line ends with the Löwdin charge.
Positions of all 20 atoms, in Å:
H (-1.7594, 0.1316, 0.3504)  0.119
H (2.9859, 0.5936, 0.3394)  0.107
H (-1.3200, -1.8221, 1.5618)  0.090
C (0.0178, 0.8799, -0.6495)  -0.291
H (-0.5005, -2.0872, -1.3510)  0.121
H (0.2753, 1.0184, -1.7037)  0.144
C (1.1803, 0.0832, -0.0159)  -0.558
H (-0.3855, 2.0930, 1.0858)  0.082
H (0.9156, -0.9596, -0.5585)  0.145
H (-0.3274, -3.1832, 0.8674)  0.074
H (-1.8422, 0.0089, -1.4137)  0.119
C (-0.2252, 2.2266, 0.0148)  -0.058
C (-1.1847, -0.1028, -0.5489)  -0.133
H (-1.1059, 2.7136, -0.4090)  0.078
H (0.3848, -1.1552, 1.3489)  0.125
C (-0.6614, -1.5225, -0.4383)  -0.164
C (-0.6011, -2.1368, 0.8102)  -0.069
H (0.6309, 2.8869, -0.1276)  0.081
O (2.4337, 0.5111, -0.4498)  0.035
O (1.0890, -0.1776, 1.2871)  -0.046

---

R:
Entry from the OMol25 dataset: a cluster of 2 separate species, C6H12O2 in total (ωB97M-V/def2-TZVPD).

Results
SMILES string ... C=C(O)/C=C/CC.O
Molar mass ... 116.16 g mol⁻¹
Multiplicity ... 1

Each line ends with the Löwdin charge.
Positions of all 20 atoms, in Å:
H (2.5924, -2.2766, 0.7646)  0.057
H (1.4604, 1.8614, 0.0101)  -0.018
C (-1.0600, 2.0782, -1.8388)  -0.129
H (0.8281, 0.3034, 0.6490)  0.089
C (1.5313, -2.5118, 0.8281)  0.056
H (2.6441, 2.9051, 0.3674)  0.008
H (-1.1343, 2.1410, 0.3459)  0.102
H (-1.7640, -0.7277, -0.8697)  0.144
H (-0.0439, 1.6469, -2.1088)  0.087
H (-1.7436, 1.8321, -2.6403)  0.066
O (2.0100, 2.2957, 0.6337)  -0.011
C (0.4236, -1.8146, 0.4813)  -0.375
C (-1.4984, 1.5559, -0.4928)  -0.220
H (1.2259, -3.4890, 1.2665)  0.075
H (-1.5749, -1.8724, 0.6565)  0.078
C (-0.9999, 0.0128, -0.4122)  -0.076
H (-2.5070, 1.6071, -0.3620)  0.057
C (0.1080, -0.3509, 0.1940)  -0.056
H (-0.8492, 3.1731, -1.7895)  0.080
O (-0.7802, -2.4110, 0.7604)  -0.018

---

Need the numbers? Relative energies in kcal/mol: P 56.5; Q 0.0; R 2.8.

---

P:
Entry from the OMol25 dataset: a cluster of 9 separate species, H18O9 in total (ωB97M-V/def2-TZVPD).

Results
Charge ... -1
Molar mass ... 162.14 g mol⁻¹
Multiplicity ... 2

Each line ends with the Mulliken spin population.
Positions of all 27 atoms, in Å:
O (-0.4980, 2.0651, -1.7377)  0.138
H (-0.8930, 1.8147, 3.3857)  -0.017
O (2.9682, -1.6492, -0.5844)  0.043
H (2.3386, -1.0547, -0.9923)  -0.016
O (2.6512, 1.4358, 1.0690)  0.035
O (0.8380, -3.6652, -1.0120)  0.191
H (-1.4247, 2.2447, -1.8967)  -0.022
O (-0.6620, 1.9143, 2.4621)  0.040
H (0.5372, -4.2374, -0.3061)  -0.058
O (-1.9255, 0.2395, 0.7559)  0.160
H (2.4842, -2.4663, -0.4650)  0.006
H (-1.2353, 3.3309, 1.5869)  -0.012
H (0.9397, -4.2467, -1.7655)  0.046
H (0.1776, -0.8559, -0.7819)  -0.124
H (-1.1936, 1.2593, 2.0098)  0.018
H (-0.8239, -2.6286, -0.8207)  0.053
O (-1.4967, -1.9478, -0.8126)  0.166
H (-1.1841, 2.9674, 0.1182)  0.007
H (-2.8376, 0.0834, 1.0007)  -0.039
O (0.8457, -0.2466, -0.4678)  0.426
O (-1.3503, 3.7001, 0.7113)  0.035
H (3.4053, 0.8713, 1.2391)  -0.002
H (-2.3154, -2.4212, -0.6646)  -0.116
H (-1.7321, -0.4368, 0.1068)  0.024
H (-0.0426, 2.4952, -2.4614)  -0.020
H (0.3546, 0.5285, -0.1953)  0.038
H (2.0744, 0.9063, 0.5183)  0.001

---

Q:
Entry from the OMol25 dataset: a cluster of 9 separate species, H18O9 in total (ωB97M-V/def2-TZVPD).

Results
Charge ... -1
Molar mass ... 162.14 g mol⁻¹
Multiplicity ... 2

Each line ends with the Mulliken spin population.
Positions of all 27 atoms, in Å:
H (2.9457, 0.7046, 0.6288)  0.084
H (-0.3123, -1.1845, 1.6762)  0.041
H (2.6514, -0.9987, -1.5124)  0.120
H (2.5085, 0.4071, -2.0557)  0.289
H (-3.6031, 1.3812, 0.0946)  -0.068
H (-2.5653, -2.0073, -1.9121)  -0.009
O (-3.3197, -1.8637, -2.4835)  0.095
H (3.5874, 3.3863, -1.3422)  -0.057
H (-0.8034, -3.1344, 0.0055)  -0.030
H (0.7869, -0.8547, 2.6635)  0.005
H (-2.2300, 0.9622, 2.6525)  -0.012
H (0.6534, 0.3128, -0.5717)  -0.088
H (-0.7177, 1.0304, 2.6584)  -0.026
O (2.8021, 2.8656, -1.5109)  0.172
O (-3.1619, 1.5152, -0.7441)  0.144
H (4.4171, 0.9772, 0.8581)  -0.132
O (0.1978, -1.5594, 2.3941)  0.113
O (-0.0863, 0.1244, 0.0059)  0.743
O (-1.4912, 1.3389, 3.1304)  0.188
O (-1.4276, -2.4814, -0.3110)  0.194
H (-0.5967, -0.5345, -0.4648)  -0.029
H (-2.2040, -2.6073, 0.2346)  -0.025
O (3.5512, 1.3760, 0.9433)  0.170
H (-2.3019, 1.1105, -0.6303)  0.029
O (2.0939, -0.2220, -1.4653)  -0.896
H (2.5330, 2.5508, -0.6479)  0.000
H (-3.9070, -2.5955, -2.2941)  -0.015

---

Need the numbers? Relative energies in kcal/mol: P 0.0; Q 3.1.

---

P:
Entry from the OMol25 dataset: a cluster of 3 separate species, C4H13NO2 in total (ωB97M-V/def2-TZVPD).

Results
SMILES string ... C/C=C/NC.O.O
Molar mass ... 107.15 g mol⁻¹
Multiplicity ... 1

Each line ends with the Löwdin charge.
Positions of all 20 atoms, in Å:
C (-0.7927, 0.0769, -2.5661)  -0.131
H (0.2727, 2.5879, 2.0848)  0.069
N (0.0251, -0.0650, -1.3942)  -0.116
H (1.5812, 2.6992, 0.8801)  0.065
H (-1.5812, -1.1089, 0.0434)  -0.001
O (-2.2519, -1.7598, -0.1746)  -0.044
C (0.3714, 1.0571, -0.6803)  -0.145
C (1.0230, 2.0318, 1.5268)  -0.129
H (0.9782, -1.3223, 1.3817)  -0.002
H (1.0513, -1.0358, 2.9257)  0.042
O (1.4124, -1.5791, 2.2154)  -0.069
H (0.4098, 1.9934, -1.2051)  0.120
C (0.5228, 0.9499, 0.6709)  -0.195
H (-0.1189, -1.0043, -0.9841)  0.119
H (0.2902, -0.0044, 1.1090)  0.040
H (-1.7539, -0.4582, -2.4336)  0.072
H (-0.9409, 1.0593, -3.0355)  0.086
H (-0.3781, -0.5525, -3.4054)  0.084
H (-2.0709, -2.5905, 0.2706)  0.046
H (1.8612, 1.6874, 2.2009)  0.090

---

Q:
Entry from the OMol25 dataset: a cluster of 3 separate species, C4H13NO2 in total (ωB97M-V/def2-TZVPD).

Results
SMILES string ... C1CCNC1.O.O
Molar mass ... 107.15 g mol⁻¹
Multiplicity ... 1

Each line ends with the Löwdin charge.
Positions of all 20 atoms, in Å:
H (-3.2162, -1.9331, 1.9269)  0.011
H (-4.4869, -1.9944, 1.1884)  0.031
C (1.5287, -0.1656, -1.1906)  -0.226
H (1.5511, 4.1703, -0.0471)  0.013
H (-1.0371, 1.0069, 0.4332)  0.101
O (0.9503, 3.4461, -0.0457)  -0.054
H (1.2012, 2.6571, 0.4324)  0.014
O (-3.6518, -1.5309, 1.2003)  -0.037
H (-0.1196, -0.9135, 1.5767)  0.102
H (2.0321, -0.0500, 0.8984)  0.100
H (0.0204, 0.6631, -2.1576)  0.102
H (-1.5528, -0.1496, -0.7142)  0.101
H (1.9637, -1.7728, 0.3109)  0.102
H (2.4778, 0.3328, -1.3831)  0.101
H (1.3822, -1.0229, -1.8581)  0.105
N (0.3334, 0.6803, -1.1947)  -0.077
C (-0.6504, 0.2112, -0.2074)  -0.214
H (-0.3094, -1.9001, 0.0851)  0.103
C (0.0432, -0.9650, 0.4988)  -0.195
C (1.5400, -0.7698, 0.2473)  -0.183

---

R:
Entry from the OMol25 dataset: a cluster of 2 separate species, C4H13NO2 in total (ωB97M-V/def2-TZVPD).

Results
SMILES string ... NCCCCO.O
Molar mass ... 107.15 g mol⁻¹
Multiplicity ... 1

Each line ends with the Löwdin charge.
Positions of all 20 atoms, in Å:
H (1.8133, -2.4486, -1.0377)  0.062
H (-1.2199, -0.4738, -1.9612)  0.103
H (1.8953, -1.1464, -0.1017)  0.043
C (-0.2449, -0.3977, -1.4891)  -0.204
H (-0.5598, -2.4548, -0.9526)  0.104
H (-0.4715, -1.4016, 0.4468)  0.098
H (-1.5564, 0.4149, 0.7372)  0.106
H (0.8050, 0.9517, -0.1777)  0.106
C (-1.2642, 1.3019, 0.1661)  -0.286
O (2.1753, -0.1135, 2.9503)  -0.063
H (-0.0183, 1.7034, -1.5772)  0.114
H (-2.5253, 1.5872, -1.3070)  0.079
H (-0.8847, 1.9633, 0.9459)  0.117
H (0.5909, -0.4281, -2.2022)  0.111
H (2.2366, -0.5023, 2.0671)  0.008
O (-2.3425, 1.9529, -0.4399)  -0.053
H (2.2659, -0.8828, 3.5229)  0.037
C (-0.1130, 0.9593, -0.7825)  -0.189
N (1.3326, -1.9685, -0.2896)  -0.013
C (-0.0611, -1.5870, -0.5449)  -0.282

---

S:
Entry from the OMol25 dataset: a cluster of 3 separate species, C4H13NO2 in total (ωB97M-V/def2-TZVPD).

Results
SMILES string ... C=NCCC.O.O
Molar mass ... 107.15 g mol⁻¹
Multiplicity ... 1

Each line ends with the Löwdin charge.
Positions of all 20 atoms, in Å:
H (-0.6165, 0.7676, 1.9858)  0.055
H (-3.9055, -2.4316, 0.2473)  0.111
C (-0.0758, -0.1813, 1.9885)  -0.027
H (-0.9954, 0.0350, -0.7767)  0.087
H (0.3962, -0.6574, -1.3304)  0.128
H (-0.1130, 2.1303, 0.2057)  0.126
H (3.1010, -0.4511, -0.8898)  0.073
H (3.6623, -0.3656, 0.5218)  0.022
H (-0.0697, 3.1004, -2.2855)  0.094
H (0.5947, -0.5100, 2.8059)  0.071
C (0.0517, 0.0435, -0.4775)  -0.304
H (0.2322, 1.2933, -2.8512)  0.081
H (-3.9663, -0.9581, 0.5242)  -0.026
N (0.3370, -0.6556, 0.8109)  -0.040
H (-1.1826, 1.7776, -2.0522)  0.055
O (3.8194, -0.8928, -0.2798)  -0.113
O (-4.1916, -1.7323, 0.9812)  -0.089
C (0.4431, 1.5165, -0.6195)  -0.261
C (-0.0956, 1.9785, -2.0172)  -0.144
H (1.5420, 1.7168, -0.6386)  0.100

---

Need the numbers? Relative energies in kcal/mol: P 26.7; Q 5.8; R 0.0; S 46.9.